Here is C16H40BeN8O20S as an isolated structure from the Open Molecules 2025 dataset. Energies are from ωB97M-V/def2-TZVPD.

Cartesian coordinates (Å):
Be: -2.3098 0.9114 -2.2189
O: -1.9556 -0.0935 0.1811
C: -0.5623 -0.1816 0.0871
C: 0.3759 1.0045 -0.4468
O: 0.2398 1.4923 -1.7727
H: -0.2111 -1.0538 -0.4644
H: -0.1410 -0.4981 1.0412
H: 1.4157 0.7321 -0.2659
H: 0.2765 1.8608 0.2202
C: 1.9838 4.2919 -0.9903
N: 1.6461 5.3963 -1.9759
O: 1.7900 5.2133 -3.1816
O: 1.0221 6.3554 -1.5492
H: 1.2011 4.2922 -0.2316
H: 2.9202 4.6094 -0.5317
H: 2.2875 3.3955 -1.5310
C: 2.6006 2.8796 2.8379
N: 1.9799 4.1972 3.0286
O: 2.7529 5.1584 3.3411
O: 0.8356 4.3489 2.6947
H: 2.4683 2.4263 3.8202
H: 3.6759 3.0220 2.7302
H: 2.0902 2.3277 2.0486
C: 2.1589 -2.0567 -3.0172
N: 2.1492 -1.5580 -4.4544
O: 2.5969 -0.4279 -4.6129
O: 1.7792 -2.3061 -5.3057
H: 3.1799 -2.4222 -2.9075
H: 1.5120 -2.8987 -2.7709
H: 1.8771 -1.2464 -2.3448
C: -1.7094 1.1408 3.4226
N: -0.4155 1.0893 4.2420
O: 0.1005 2.1788 4.5259
O: -0.0171 -0.0592 4.4506
H: -1.6856 1.9798 2.7272
H: -2.5243 1.3668 4.1104
H: -1.9065 0.2679 2.8003
C: -2.7402 -3.3038 1.9831
N: -2.1682 -4.5946 1.7561
O: -2.4816 -5.1657 0.7476
O: -1.3244 -5.0757 2.6442
H: -2.3990 -2.5482 1.2756
H: -2.6459 -3.1268 3.0545
H: -3.7875 -3.5933 1.8970
C: 3.9243 1.4855 -2.1146
N: 4.7409 2.1439 -1.0860
O: 5.3822 3.0844 -1.3524
O: 4.6521 1.8110 0.0602
H: 3.4691 2.2154 -2.7840
H: 3.3071 0.7973 -1.5370
H: 4.6042 0.8784 -2.7122
C: 2.9072 -2.3056 1.2523
C: 2.1950 -1.7291 2.5390
O: 2.2683 -2.8041 3.5110
S: 3.0265 -4.1522 2.7651
O: 2.0569 -5.1246 2.3086
O: 4.0462 -4.6621 3.6504
O: 3.7603 -3.2809 1.6217
H: 3.4253 -1.4334 0.8535
H: 2.2698 -2.7408 0.4826
H: 1.1655 -1.3730 2.5008
H: 2.6568 -0.8525 2.9932
C: -5.1088 2.7110 -0.8745
O: -4.5467 1.9656 -1.6731
N: -5.1275 2.6160 0.4642
C: -4.8589 1.3163 1.1025
C: -5.6209 3.7887 1.3011
H: -5.4010 3.7568 -1.0562
H: -4.1236 1.4524 1.8955
H: -4.4423 0.5502 0.4487
H: -5.8218 0.9712 1.4792
H: -5.7273 4.7473 0.7933
H: -6.5863 3.4403 1.6683
H: -4.9075 3.8977 2.1179
C: -1.3420 -2.1851 -4.1733
O: -1.7578 -1.2009 -3.6789
N: -1.1563 -3.3189 -3.6121
C: -0.5891 -4.4267 -4.2323
C: -1.4007 -3.6243 -2.1897
H: -1.1970 -2.3010 -5.2585
H: -0.4418 -4.2398 -5.2960
H: -1.2696 -5.2560 -4.0388
H: 0.2776 -4.9001 -3.7711
H: -1.6125 -4.6920 -2.1311
H: -0.6247 -3.4348 -1.4480
H: -2.4018 -3.3198 -1.8845

Computed properties:
Gap between HOMO and LUMO, eV: 5.99
ΔE to the lowest compared entry with this formula, charge and spin, kJ/mol: 0.0
LUMO energy, eV: -2.87

Results of the Löwdin charge analysis, in e, for atoms 1 through 4: atom 1 (Be): 1.059, atom 2 (O): -0.299, atom 3 (C): -0.407, atom 4 (C): -0.376